<one>
2 unconnected molecules or ions with the total composition C2H7NS2, computed with wB97M-V/def2-TZVPD.

Bonds (Å) are listed after each position.
Positions of all 12 atoms, in Å:
1 H 1.4783 0.0409 0.4425  C6 1.100
2 N 2.0709 -1.6454 1.7252  H4 1.013, C6 1.419, H8 1.011
3 H 2.9094 -2.3166 -0.8429  C11 1.081
4 H 1.9422 -0.9314 2.4320  N2 1.013
5 S -2.1929 0.2837 -0.7750  H9 1.334, S10 2.101
6 C 1.9459 -0.9537 0.4927  H1 1.100, N2 1.419, C11 1.332
7 H -1.2328 1.7963 1.0915  S10 1.318
8 H 1.4164 -2.4118 1.8076  N2 1.011
9 H -1.6753 -0.6918 -0.0262  S5 1.334
10 S -0.7390 1.6532 -0.1223  S5 2.101, H7 1.318
11 C 2.4031 -1.3741 -0.6858  H3 1.081, C6 1.332, H12 1.085
12 H 2.4385 -0.6961 -1.5327  C11 1.085

The calculation puts the molar mass at 109.22 g mol⁻¹. The structure (SMILES) is C=CN.SS.

<two>
A single C2H7NS2 molecule, computed with wB97M-V/def2-TZVPD.

Bonds (Å) are listed after each position.
Positions of all 12 atoms, in Å:
1 C 1.3669 0.7273 -0.0490  H2 1.146, C10 1.609, H11 1.027, H12 1.027
2 H 1.3312 1.5901 -0.8022  C1 1.146
3 H -2.7107 1.6541 0.0671  S9 1.320
4 H 0.4265 -2.4404 -0.9620  S6 1.394
5 H -0.2013 -0.4496 -1.2849  C10 1.208
6 S 0.6913 -2.0305 0.3436  H4 1.394, C10 1.843
7 N -1.0149 -0.0045 0.6546  H8 0.969, S9 1.765, C10 1.455
8 H -1.0939 -0.4738 1.4992  N7 0.969
9 S -2.6441 0.3356 0.0682  H3 1.320, N7 1.765
10 C 0.1597 -0.3330 -0.1379  C1 1.609, H5 1.208, S6 1.843, N7 1.455
11 H 1.4410 1.1758 0.8717  C1 1.027
12 H 2.2483 0.2487 -0.2685  C1 1.027

The calculation puts the molar mass at 109.22 g mol⁻¹. The structure (SMILES) is C[C@@H](S)NS.

We find <one> to be the most stable, with the next structure 45.4 kJ/mol higher.

<one>
4 unconnected molecules or ions with the total composition C3H14N2O2, computed with wB97M-V/def2-TZVPD.

Bonds (Å) are listed after each position.
Positions of all 21 atoms, in Å:
1 H -0.7451 0.5318 1.9914  C13 1.090
2 H 2.4205 0.0012 -1.8908  N9 1.020
3 H -2.5760 1.4028 0.4302  C15 1.130
4 H 1.2546 1.1230 -1.8827  N9 0.990
5 O 2.1407 0.9833 1.0152  H6 0.956
6 H 2.9269 0.9090 1.5540  O5 0.956
7 H 0.2239 -1.7893 1.9473  C17 1.101
8 N -1.7209 -0.5648 0.5141  C13 1.440, C15 1.482, H21 1.118
9 N 2.2185 0.9838 -1.7043  H2 1.020, H4 0.990, H10 1.045
10 H 2.3993 1.1944 -0.6972  N9 1.045
11 H 0.4552 -1.7223 0.3155  C17 1.087
12 H -0.2328 0.8456 0.3681  C13 1.093
13 C -0.5256 0.0387 1.0449  H1 1.090, N8 1.440, H12 1.093, C17 1.506
14 H -3.7661 0.2771 -0.0069  C15 1.158
15 C -2.6231 0.4209 -0.1267  H3 1.130, N8 1.482, H14 1.158, H20 1.047
16 H 1.4989 -0.6191 1.1681  C17 1.090
17 C 0.5000 -1.0561 1.1734  H7 1.101, H11 1.087, C13 1.506, H16 1.090
18 H 0.2291 -1.4602 -2.1546  O19 0.952
19 O -0.3256 -0.8891 -1.6332  H18 0.952
20 H -2.4912 0.5980 -1.1498  C15 1.047
21 H -1.2612 -1.2088 -0.2759  N8 1.118

The calculation puts the molar mass at 110.16 g mol⁻¹.

<two>
3 unconnected molecules or ions with the total composition C3H14N2O2, computed with wB97M-V/def2-TZVPD.

Bonds (Å) are listed after each position.
Positions of all 21 atoms, in Å:
1 C -0.4845 1.8094 -1.3381  H3 1.088, H5 1.089, N10 1.464, C16 1.518
2 N 0.2776 -1.9255 -0.8702  C6 1.498, H15 1.018, H18 1.017
3 H -0.7591 1.8941 -2.3873  C1 1.088
4 H -1.6256 3.4815 -1.0294  N10 1.010
5 H 0.5550 2.1266 -1.2676  C1 1.089
6 C 0.3348 -0.6179 -1.5995  N2 1.498, H12 1.092, C16 1.525, H20 1.088
7 H -0.4797 0.2515 0.1605  C16 1.091
8 H 0.1355 -0.5769 2.5822  O17 0.964
9 H -1.6486 0.0504 -1.1199  C16 1.095
10 N -1.3744 2.6422 -0.5276  C1 1.464, H4 1.010, H14 1.013
11 H 2.0814 -2.8556 1.6294  O19 0.966
12 H 1.3517 -0.2376 -1.4870  C6 1.092
13 H 0.0595 0.6573 3.4796  O17 0.961
14 H -0.9022 2.9637 0.3088  N10 1.013
15 H 1.0153 -2.5123 -1.2552  N2 1.018
16 C -0.6178 0.3571 -0.9168  C1 1.518, C6 1.525, H7 1.091, H9 1.095
17 O 0.1198 0.3867 2.5593  H8 0.964, H13 0.961
18 H -0.5387 -2.4273 -1.2112  N2 1.017
19 O 1.3750 -2.2285 1.8294  H11 0.966, H21 0.980
20 H 0.0703 -0.7872 -2.6412  C6 1.088
21 H 1.0781 -1.9797 0.9291  O19 0.980

The calculation puts the molar mass at 110.16 g mol⁻¹. The structure (SMILES) is NCCCN.O.O.

We find <two> to be the most stable, with the next structure 886.2 kJ/mol higher.